[1]
Density functional theory data (ωB97M-V/def2-TZVPD) for 2 unconnected molecules or ions with the total composition C2H4N2OS.

XYZ file:
```
10
Properties=species:S:1:pos:R:3:forces:R:3:lowdin_charge:R:1
N -1.655838 0.813171 -0.650971 1.8 -0.7 -0.1 0.078
N -2.768008 0.128023 -0.166705 0.1 0.7 -0.3 -0.808
O -3.845758 0.709539 -0.212804 1.2 0.0 -0.5 -0.053
S -2.576131 -1.332655 0.565819 0.1 0.0 -0.1 0.662
H -1.738993 1.433831 -1.423772 -1.7 0.8 -0.3 0.095
H -0.723578 0.355585 -0.861743 -1.9 -0.6 1.3 0.076
C 0.651243 -1.079183 0.167599 1.0 0.1 -0.9 -0.039
C 1.505366 -0.894859 -0.615589 -0.4 0.1 -0.1 0.053
H 0.173192 -1.404003 0.959854 -2.6 -1.1 3.1 -0.056
H 2.270490 -0.582474 -1.171335 2.4 0.8 -2.2 -0.008
```
Positions in Å, forces in eV/Å.

## Properties
total charge = 0
highest occupied orbital energy (spin up / spin down) = -9.19 / -9.19 eV
Kohn-Sham gap (spin up / spin down) = 8.562 / 8.560 eV
LUMO level (spin up / spin down) = -0.0230 / -0.0231 Ha

---

[2]
Density functional theory data (ωB97M-V/def2-TZVPD) for C3H2N2O3 in the gas phase.

XYZ file:
```
10
Properties=species:S:1:pos:R:3:forces:R:3:lowdin_charge:R:1
O -0.155883 -1.856551 -0.901702 -1.1 -2.5 -0.3 0.062
N 0.631782 -0.992349 -0.565755 1.8 -5.3 -4.9 -0.351
O 1.798661 -1.102321 -0.930675 -0.2 1.8 1.6 0.108
C -0.088637 -0.023556 -0.033450 3.2 6.6 1.7 -0.320
C -1.420346 0.002770 0.336002 -0.8 -0.8 2.1 0.050
C -1.407041 1.244821 0.963884 0.6 1.4 2.6 -0.011
O -0.099763 1.849382 0.903377 -4.5 0.6 0.6 -0.031
N 0.660768 1.101352 0.227780 0.2 -4.1 -1.4 0.135
H -2.027578 -1.062299 0.365032 1.2 3.7 -0.1 0.205
H -1.868248 1.830997 1.834175 -0.3 -1.3 -2.0 0.154
```
Positions in Å, forces in eV/Å.

## Properties
total charge = 0
highest occupied orbital energy = -10.73 eV
Kohn-Sham gap = 9.789 eV
LUMO level = -0.0346 Ha

---

[3]
Density functional theory data (ωB97M-V/def2-TZVPD) for 2 unconnected molecules or ions with the total composition C4H6N3O.

XYZ file:
```
14
Properties=species:S:1:pos:R:3:forces:R:3:lowdin_charge:R:1
C -1.416784 -1.064837 -0.304951 0.5 0.7 0.1 -0.247
C -3.047557 -0.004343 0.508259 0.1 -0.3 -0.1 -0.389
C -1.008727 0.237343 -0.011546 -0.1 -0.9 -0.2 -0.465
C 0.328737 0.861551 -0.214983 -0.3 0.2 0.0 -0.103
N -2.714958 -1.207560 0.029635 -0.8 -0.4 0.1 -0.048
N -2.068086 0.901042 0.506744 0.2 0.8 0.2 0.007
N 4.138805 0.038770 0.074236 3.0 -1.2 0.9 0.038
O 5.214808 -0.517670 0.384394 -3.5 1.3 -1.1 -0.102
H -0.849897 -1.874716 -0.729981 0.2 -0.2 -0.1 0.054
H -4.038185 0.220380 0.867633 -0.2 0.0 0.1 0.053
H 1.039946 0.120824 -0.573468 0.2 -0.1 -0.1 0.033
H 0.702793 1.289788 0.713870 0.2 0.1 0.1 0.053
H 0.271164 1.665585 -0.951109 0.1 0.1 -0.1 0.054
H 3.447947 -0.666153 -0.298729 0.4 -0.1 0.2 0.060
```
Positions in Å, forces in eV/Å.

## Properties
total charge = -1
highest occupied orbital energy = -2.84 eV
Kohn-Sham gap = 4.324 eV
LUMO level = 0.0546 Ha

---

[4]
Density functional theory data (ωB97M-V/def2-TZVPD) for C4H9NO2 in the gas phase.

XYZ file:
```
16
Properties=species:S:1:pos:R:3:forces:R:3:lowdin_charge:R:1
C -1.191765 1.450057 -0.238950 0.0 0.0 0.0 -0.059
C -0.251456 0.351257 0.251136 -0.1 0.0 0.1 -0.333
C -0.823796 -1.086729 0.166322 -0.2 0.2 -0.3 -0.234
O -0.578054 -1.822273 1.336195 0.2 -0.1 0.0 -0.070
N 1.003551 0.475870 -0.492807 0.1 -0.1 0.0 0.050
C 2.044066 -0.361022 -0.316226 0.0 -0.1 0.1 -0.338
O 2.061533 -1.297903 0.469694 0.0 0.3 -0.2 0.012
H -0.800737 2.439115 0.027513 0.0 -0.2 -0.1 0.080
H -2.179236 1.351671 0.220151 0.2 0.0 0.0 0.083
H -1.317219 1.415506 -1.328284 0.0 -0.1 0.1 0.084
H -0.042397 0.514188 1.316197 0.0 0.0 -0.1 0.151
H -1.910889 -1.054005 0.044388 0.1 0.1 0.0 0.119
H -0.408865 -1.588866 -0.720644 -0.1 0.1 0.1 0.125
H 0.390242 -1.886121 1.394036 -0.1 -0.1 0.0 0.062
H 1.101291 1.228049 -1.159026 0.0 -0.1 0.1 0.132
H 2.903726 -0.128787 -0.969693 -0.1 0.0 0.1 0.134
```
Positions in Å, forces in eV/Å.

## Properties
total charge = 0
highest occupied orbital energy = -9.91 eV
Kohn-Sham gap = 10.677 eV
LUMO level = 0.0283 Ha

---

Calculated ΔE to the lowest compared entry with this formula, charge and spin in order - 6.8868 8.1809 0.2559 0.8343 eV